C28H49Cl2FN2O2P | ωB97M-V with the def2-TZVPD basis set

Geometry as XYZ:
```
85
Properties=species:S:1:pos:R:3:lowdin_charge:R:1
C -0.7319 -2.2433 -2.3128 -0.17
C -0.0319 -1.1628 -3.3545 -0.22
C -1.1356 -0.4893 -4.4149 -0.57
Cl -2.8818 -1.0750 -4.1151 0.59
C -0.9839 1.1415 -4.5567 -0.03
C -1.0524 2.1540 -3.2637 0.04
C -1.3212 1.6759 -1.7147 -0.14
C -2.8973 1.4004 -1.3460 -0.20
C -3.9370 2.5746 -1.8219 -0.17
C -4.4333 2.4774 -3.3810 -0.19
N -5.8753 2.0635 -3.5732 -0.19
C -6.5938 2.9231 -4.5960 -0.08
C -8.1505 2.4358 -4.8168 -0.05
C -8.1437 1.1717 -3.7593 -0.08
C -6.7110 0.9482 -2.9855 -0.04
C -0.8854 3.8030 -3.4896 -0.06
O -0.9750 4.7933 -2.3953 -0.03
C -0.6439 4.3600 -5.0125 -0.32
Cl -0.4729 6.1985 -5.4177 0.64
N -0.5849 3.4020 -6.1829 -0.09
F -0.3715 3.9368 -7.4332 0.02
C -0.7510 1.8751 -6.0406 -0.08
P -0.6923 0.8955 -7.7083 0.79
O 0.5425 -0.1158 -7.7723 -0.48
H -1.5523 -1.7698 -1.6262 0.06
H -1.1282 -3.2006 -2.8995 0.10
H 0.1285 -2.6357 -1.5894 0.09
H 0.5746 -0.3122 -2.8234 0.10
H 0.7594 -1.7955 -3.9803 0.14
H -0.8287 -0.9370 -5.4780 0.10
H -0.7282 0.7005 -1.3984 0.11
H -0.8762 2.5415 -1.0241 0.14
H -2.9544 1.3683 -0.1543 0.13
H -3.3207 0.3729 -1.7126 0.09
H -3.4729 3.6482 -1.5901 0.12
H -4.9079 2.5015 -1.1414 0.13
H -3.7174 1.7860 -4.0236 0.09
H -4.3396 3.5765 -3.8374 0.12
H -6.1055 3.8167 -5.1835 0.10
H -8.9937 2.8625 -5.5169 0.09
H -9.1078 0.5171 -3.6495 0.08
H -6.3524 0.1605 -2.1978 0.11
H -0.4025 5.6118 -2.6075 0.14
H -1.8854 0.0614 -7.7429 0.04
H -0.7621 1.7499 -8.8704 0.03
C -0.2161 -0.9857 1.4825 -0.13
C 0.0734 -1.2023 2.9592 -0.26
C 1.2615 -2.1325 3.2149 -0.23
C 1.0977 -3.5676 2.6990 -0.22
C -0.1168 -4.3256 3.2405 -0.27
C -0.0806 -4.5238 4.7484 -0.11
H -0.5005 -1.9174 0.9853 0.06
H -1.0443 -0.2798 1.3622 0.06
H 0.6577 -0.5715 0.9694 0.07
H -0.8244 -1.5814 3.4585 0.10
H 0.2916 -0.2296 3.4167 0.11
H 1.4648 -2.1547 4.2920 0.09
H 2.1570 -1.7004 2.7498 0.11
H 2.0068 -4.1287 2.9484 0.11
H 1.0436 -3.5561 1.6043 0.10
H -0.1483 -5.3128 2.7629 0.11
H -1.0452 -3.8181 2.9579 0.10
H 0.8236 -5.0625 5.0510 0.08
H -0.9474 -5.1108 5.0711 0.07
H -0.1099 -3.5691 5.2820 0.07
C 3.7964 -1.5713 6.5857 -0.11
C 4.1025 -0.6896 5.3856 -0.27
C 5.3059 -1.1695 4.5709 -0.23
C 6.6450 -1.1820 5.3186 -0.23
C 7.0813 0.1619 5.9071 -0.27
C 7.3063 1.2366 4.8541 -0.12
H 4.6184 -1.5719 7.3072 0.07
H 2.9028 -1.2054 7.1019 0.07
H 3.6075 -2.6037 6.2744 0.07
H 4.2512 0.3436 5.7164 0.10
H 3.2236 -0.6785 4.7295 0.08
H 5.3958 -0.5437 3.6752 0.10
H 5.1059 -2.1858 4.2075 0.11
H 7.4210 -1.5364 4.6287 0.11
H 6.6028 -1.9209 6.1271 0.10
H 8.0209 0.0108 6.4527 0.11
H 6.3519 0.5150 6.6437 0.10
H 8.0601 0.9195 4.1257 0.08
H 7.6612 2.1584 5.3279 0.07
H 6.3837 1.4746 4.3163 0.06
```

* energy relative to the best compared isomer or geometry (same formula, charge and spin): 1595.6 kJ/mol
* HOMO level: -9.86 eV
* net charge: +1
* multiplicity: 1

=====

C37H36MoN5O6S2 | ωB97M-V with the def2-TZVPD basis set

Geometry as XYZ:
```
87
Properties=species:S:1:pos:R:3:lowdin_charge:R:1
Mo 0.1514 0.4895 -0.2051 1.38
C 2.0501 4.3708 5.5146 -0.03
C 1.8551 3.4402 4.3470 -0.24
C 2.8448 2.5719 3.9430 0.04
C 2.6778 1.6807 2.8609 -0.09
C 3.7728 0.8960 2.4282 0.05
N 3.7640 0.0351 1.4528 0.10
C 4.9561 -0.6286 0.9340 -0.14
C 5.6419 -1.6329 1.8891 -0.13
C 4.7147 -2.5589 2.7057 -0.14
N 3.4849 -2.8933 2.0240 0.05
C 2.9977 -4.0766 1.7566 0.01
C 1.6717 -4.2153 1.3295 -0.12
C 1.1511 -5.4725 0.9559 0.02
C -0.1784 -5.6481 0.6700 -0.26
C -0.7458 -6.9806 0.2596 -0.04
C -1.0205 -4.5280 0.7902 0.04
C -0.5657 -3.2577 1.0849 -0.12
C -1.5391 -2.1888 1.1091 -0.08
N -1.4254 -0.9090 0.9876 -0.01
C -2.6629 -0.1862 1.3203 -0.21
C -3.1558 0.7324 0.2006 -0.15
C -2.4304 2.0915 0.2155 -0.18
N -1.0852 1.9345 0.7670 -0.12
C -0.7966 2.6531 1.7955 -0.06
C 0.4391 2.6111 2.5476 -0.10
C 0.6575 3.4617 3.6246 0.06
C 1.4286 1.6721 2.2040 -0.24
O 1.1571 0.8589 1.2348 -0.37
C 0.8222 -3.0494 1.3751 -0.31
O 1.2602 -1.9323 1.7418 -0.06
H 2.1130 5.4041 5.1701 0.09
H 2.9633 4.1349 6.0563 0.08
H 1.2052 4.3020 6.1995 0.09
H 3.7949 2.5648 4.4660 0.13
H 4.7248 1.0149 2.9381 0.16
H 2.8965 -0.0904 0.9081 0.07
H 5.6897 0.1283 0.6530 0.14
H 4.6506 -1.1386 0.0247 0.11
H 6.2782 -1.0993 2.5978 0.11
H 6.3000 -2.2362 1.2636 0.12
H 4.4415 -2.0699 3.6444 0.13
H 5.2513 -3.4738 2.9574 0.13
H 2.7647 -2.1597 1.8978 0.07
H 3.6335 -4.9511 1.8743 0.15
H 1.8297 -6.3183 0.9005 0.13
H 0.0443 -7.6920 0.0269 0.08
H -1.3765 -6.8704 -0.6232 0.08
H -1.3630 -7.4028 1.0551 0.09
H -2.0830 -4.6644 0.6099 0.13
H -2.5505 -2.5660 1.3012 0.13
H -2.4706 0.4059 2.2190 0.12
H -3.4514 -0.9025 1.5662 0.11
H -4.2239 0.9076 0.3290 0.12
H -3.0228 0.2195 -0.7492 0.10
H -2.9969 2.7989 0.8259 0.12
H -2.3592 2.5030 -0.7928 0.11
H -1.5306 3.3827 2.1377 0.14
H -0.1180 4.1662 3.9055 0.14
S 1.2694 2.4707 -1.2369 0.67
C 2.7389 1.8624 -1.9924 -0.67
C 3.6667 2.7696 -2.5096 -0.13
C 4.8278 2.3274 -3.1181 -0.10
C 5.0655 0.9634 -3.2462 -0.10
C 4.1504 0.0569 -2.7408 -0.15
C 2.9988 0.4939 -2.0831 -0.67
S 1.9369 -0.7167 -1.3491 0.62
H 3.4632 3.8302 -2.4247 0.10
H 5.5471 3.0420 -3.4966 0.10
H 5.9595 0.6066 -3.7414 0.10
H 4.3142 -1.0094 -2.8525 0.10
O -0.9221 -2.4461 -2.1609 0.05
C -1.0985 -2.1242 -3.3060 -0.21
C -1.1867 -0.7541 -3.8161 -0.09
C -1.3794 -0.5933 -5.1830 0.06
C -1.4855 0.6625 -5.7346 -0.13
C -1.4043 1.7978 -4.9417 0.04
C -1.2336 1.6666 -3.5842 0.01
C -1.1050 0.4056 -2.9903 -0.25
O -0.8549 0.3818 -1.6809 -0.39
N -1.6940 0.8033 -7.1754 -0.35
O -1.7198 1.9294 -7.6313 0.09
O -1.8267 -0.2159 -7.8251 0.09
H -1.2367 -2.9040 -4.0789 0.13
H -1.4331 -1.4606 -5.8283 0.13
H -1.4705 2.7673 -5.4133 0.13
H -1.1432 2.5419 -2.9554 0.09
```

* energy relative to the best compared isomer or geometry (same formula, charge and spin): 0.0 kJ/mol
* HOMO level: -9.40 eV
* net charge: +1
* multiplicity: 1

=====

C2H2Br2Cl2 | ωB97M-V with the def2-TZVPD basis set

Geometry as XYZ:
```
8
Properties=species:S:1:pos:R:3:lowdin_charge:R:1
C -0.5602 0.2661 -0.4833 -1.24
C 0.3217 -0.3556 0.5767 -1.25
Cl 0.3430 0.5566 -1.9856 0.55
Cl -1.2233 1.7977 0.1451 0.57
Br 0.8542 -2.1378 0.0180 0.64
Br 1.8873 0.7246 0.9293 0.63
H -1.4028 -0.3906 -0.7188 0.06
H -0.2199 -0.4611 1.5186 0.04
```

* energy relative to the best compared isomer or geometry (same formula, charge and spin): 0.0 kJ/mol
* HOMO level: -10.44 eV
* multiplicity: 1

=====

C2H2OS | ωB97M-V with the def2-TZVPD basis set

Geometry as XYZ:
```
6
Properties=species:S:1:pos:R:3:lowdin_charge:R:1
C -0.5764 -0.0720 -0.6715 -0.22
C -0.5424 -0.1270 0.6468 -0.36
O 1.8248 1.0391 -0.0784 -0.48
S 0.9180 -1.0244 0.0673 0.87
H -0.6283 0.4249 -1.6326 0.09
H -0.9957 -0.2407 1.6684 0.10
```

* energy relative to the best compared isomer or geometry (same formula, charge and spin): 601.4 kJ/mol
* HOMO level (spin up / spin down): -8.81 / -8.96 eV
* multiplicity: 1

=====

C16H48N4O6 | ωB97M-V with the def2-TZVPD basis set

Geometry as XYZ:
```
74
Properties=species:S:1:pos:R:3:lowdin_charge:R:1
C -5.7592 -4.0233 -2.0394 -0.06
C -4.4090 -3.3754 -1.9862 -0.42
C -4.3206 -1.8995 -1.4707 -0.22
O -5.1990 -1.0548 -2.1034 -0.17
C -5.2680 0.2307 -1.5426 -0.10
N -3.4808 -4.2891 -1.3376 0.03
H -6.4898 -3.5771 -2.7141 0.08
H -6.1373 -4.0311 -1.0171 0.08
H -5.7287 -5.0694 -2.3441 0.08
H -3.9761 -3.4154 -2.9858 0.13
H -3.3147 -1.4837 -1.4134 0.10
H -4.6301 -1.8932 -0.4256 0.11
H -6.0212 0.8334 -2.0502 0.09
H -4.3112 0.7527 -1.5488 0.09
H -5.6820 0.1128 -0.5412 0.09
H -3.6838 -4.3669 -0.3513 0.06
H -3.6329 -5.2391 -1.6449 0.08
C 6.2557 -0.0821 1.3989 -0.05
C 5.4792 1.1015 0.8227 -0.41
C 3.9560 0.6825 0.7983 -0.06
O 3.7838 -0.3617 -0.2110 0.12
C 2.3826 -0.5054 -0.4109 0.01
N 5.7071 2.2750 1.6651 0.06
H 7.3452 -0.0625 1.3724 0.09
H 6.0794 -0.8868 0.6852 0.08
H 5.8949 -0.3767 2.3844 0.09
H 5.9312 1.3023 -0.1485 0.14
H 3.3477 1.5011 0.4137 0.12
H 3.4440 0.3994 1.7180 0.17
H 2.0830 -1.2083 -1.1882 0.13
H 1.8354 0.4306 -0.5237 0.10
H 1.8910 -0.9156 0.4712 0.13
H 6.7149 2.3286 1.7057 0.09
H 5.4143 3.1406 1.2350 0.08
C 3.9514 2.9244 -2.7995 -0.03
C 3.3984 4.3423 -2.3318 -0.42
C 2.4644 4.2092 -1.0824 -0.19
O 1.5764 3.0902 -1.1395 -0.22
C 0.6543 2.9929 0.0302 -0.05
N 4.4722 5.2712 -2.1903 0.03
H 3.0704 2.4296 -3.2082 0.07
H 4.2045 2.4069 -1.8742 0.04
H 4.7830 2.9505 -3.5036 0.08
H 2.7377 4.6431 -3.1449 0.13
H 1.8698 5.1212 -1.0309 0.12
H 2.9899 4.1190 -0.1317 0.11
H 1.3012 2.8437 0.8947 0.07
H -0.0317 2.1476 -0.0234 0.05
H 0.0956 3.9094 0.2200 0.10
H 4.1011 6.2092 -2.2403 0.08
H 5.0037 5.2839 -3.0490 0.08
C -1.7611 -2.3763 1.4280 -0.06
C -1.9704 -0.9757 1.9512 -0.38
C -2.1578 -0.8541 3.5049 -0.20
O -3.0852 -1.8532 3.9334 -0.19
C -3.4528 -1.7539 5.3577 -0.06
N -0.7902 -0.1767 1.5570 0.03
H -1.4592 -2.3949 0.3808 0.06
H -2.6276 -3.0134 1.6053 0.09
H -0.8924 -2.9034 1.8225 0.09
H -2.8928 -0.6498 1.4705 0.14
H -2.4520 0.1827 3.6680 0.12
H -1.1964 -0.9711 4.0052 0.12
H -2.5352 -1.9186 5.9225 0.08
H -3.9787 -2.6863 5.5634 0.09
H -4.0670 -0.9294 5.7199 0.09
H -0.0087 -0.4789 2.1210 0.08
H -1.0160 0.7550 1.8747 0.08
O -0.7201 -0.5851 -1.1123 -0.06
H -0.6394 0.3362 -0.8657 0.02
H -0.7719 -1.0530 -0.2789 -0.02
O -1.1161 -2.6918 -2.9011 -0.06
H -1.9050 -2.8596 -2.3856 -0.03
H -0.6476 -2.0169 -2.4099 -0.02
```

* energy relative to the best compared isomer or geometry (same formula, charge and spin): 161.6 kJ/mol
* HOMO level (spin up / spin down): -11.14 / -11.14 eV
* net charge: +1
* multiplicity: 2

=====

C26H45F3IrO2P2 | ωB97M-V with the def2-TZVPD basis set

Geometry as XYZ:
```
79
Properties=species:S:1:pos:R:3:lowdin_charge:R:1
Ir 0.1403 -0.0674 0.5796 1.20
C -1.7860 1.5451 0.1099 -0.27
C -2.3777 0.6740 -0.8404 -0.18
C -1.8848 -0.6160 1.0440 -0.38
C -1.5413 0.8139 1.3534 -0.42
C -2.4581 -0.6244 -0.2921 -0.21
C -1.6482 3.0093 -0.0305 -0.04
H -1.2547 3.3137 -1.0153 0.08
H -0.9900 3.4347 0.7408 0.06
H -2.6348 3.4901 0.0811 0.11
C -1.6111 1.3816 2.7335 -0.02
H -1.3748 2.4444 2.7353 0.07
H -0.9313 0.8645 3.4174 0.07
H -2.6264 1.2541 3.1294 0.11
C -2.1021 -1.6564 2.0780 -0.03
H -3.1709 -1.7033 2.3287 0.11
H -1.5286 -1.4314 2.9868 0.07
H -1.8020 -2.6526 1.7235 0.07
C -3.1001 -1.8018 -0.9321 -0.02
H -4.1981 -1.8040 -0.8876 0.11
H -2.7556 -2.7207 -0.4691 0.06
H -2.8395 -1.8649 -2.0014 0.08
C -2.8678 1.0793 -2.1870 0.01
H -3.8427 1.5815 -2.2004 0.11
H -2.9426 0.2227 -2.8645 0.06
H -2.1659 1.7750 -2.6609 0.07
C 1.5863 0.4612 -3.2799 -0.12
C 0.5597 1.3041 -3.4403 -0.12
C -0.0717 1.5522 -4.7797 -0.17
C -0.9483 0.4363 -5.4141 -0.17
C -1.0560 -0.8652 -4.6668 -0.11
C -0.0116 -1.7002 -4.5419 -0.11
C 1.3321 -1.3905 -5.1331 -0.18
C 2.1773 -0.2834 -4.4461 -0.18
H 0.7214 1.8033 -5.4957 0.11
H -0.5671 0.2530 -6.4234 0.11
H -0.6869 2.4554 -4.6960 0.11
H 2.4431 0.4515 -5.2157 0.11
H 2.1151 0.3373 -2.3345 0.07
H 0.1935 1.9464 -2.6358 0.08
H 3.1227 -0.7307 -4.1216 0.10
H 1.9166 -2.3183 -5.1494 0.11
H -0.1023 -2.6686 -4.0581 0.09
H 1.2126 -1.1123 -6.1846 0.11
H -1.9629 0.8288 -5.5589 0.11
H -2.0461 -1.1344 -4.3176 0.08
P 1.6852 1.7265 0.5464 0.73
C 1.3796 2.5786 2.1505 -0.22
H 2.2636 3.1727 2.4179 0.07
H 1.2001 1.8402 2.9423 0.03
H 0.5090 3.2400 2.0946 0.03
C 3.4178 1.1774 0.6818 -0.23
H 4.0380 1.9865 1.0904 0.07
H 3.7994 0.8872 -0.3001 0.04
H 3.4920 0.3172 1.3535 0.03
C 1.8474 3.1628 -0.5646 -0.24
H 2.2609 2.8696 -1.5322 0.04
H 2.5207 3.9109 -0.1110 0.07
H 0.8905 3.6562 -0.7494 0.03
P 0.9375 -2.2372 -0.0652 0.76
C -0.2097 -3.4634 -0.7988 -0.25
H 0.3351 -4.3269 -1.2225 0.07
H -0.7971 -3.0229 -1.6011 0.02
H -0.8977 -3.8547 -0.0336 0.05
C 2.4830 -2.4164 -1.0202 -0.23
H 2.2853 -2.4503 -2.0977 0.04
H 3.0245 -3.3362 -0.7248 0.07
H 3.1579 -1.5693 -0.8282 0.04
C 1.3754 -3.2115 1.4381 -0.24
H 1.5328 -4.2688 1.1922 0.07
H 0.5664 -3.1402 2.1718 0.05
H 2.2850 -2.8173 1.8948 0.04
F 2.5931 -1.2154 5.3851 0.15
C 2.7152 -0.7662 4.1131 -0.46
F 3.2843 0.4818 4.1694 0.12
F 3.6147 -1.5635 3.4541 0.12
C 1.3279 -0.6986 3.3776 -0.52
O 0.2770 -0.8421 4.0109 0.07
O 1.5518 -0.5085 2.1188 -0.32
```

* energy relative to the best compared isomer or geometry (same formula, charge and spin): 27.3 kJ/mol
* HOMO level (spin up / spin down): -9.59 / -11.82 eV
* net charge: +1
* multiplicity: 5

=====

C3H15NO3S | ωB97M-V with the def2-TZVPD basis set

Geometry as XYZ:
```
23
Properties=species:S:1:pos:R:3:lowdin_charge:R:1
C 0.2697 0.2838 -1.9337 -0.32
C 0.2785 -0.9255 -1.0455 -0.34
C 1.6254 -1.5244 -0.7789 -0.57
S 2.5358 -0.3187 0.2303 0.75
N -0.6835 1.3073 -1.5968 0.02
H 0.2948 0.1074 -3.0165 0.13
H 1.2354 0.7950 -1.6437 0.07
H -0.0974 -0.6584 -0.0500 0.07
H -0.4925 -1.6159 -1.4110 0.12
H 2.2225 -1.7894 -1.6681 0.08
H 1.4425 -2.4917 -0.3055 0.08
H 0.1471 1.7195 0.6958 0.23
H -0.6032 2.1722 -2.1150 0.09
H -0.5027 1.4998 -0.5793 -0.03
H 1.1254 0.8666 1.9069 -0.14
H 2.0174 0.5331 3.1932 0.02
O 1.1530 0.5484 2.8107 -0.14
H -2.4494 -0.5224 0.6189 0.00
H -2.3141 -0.2332 -0.8432 0.00
O -2.6736 -0.9101 -0.2446 -0.08
H -2.1097 0.4259 3.1132 0.05
H -0.8544 0.6794 2.2479 -0.03
O -1.5669 0.0511 2.4147 -0.06
```

* energy relative to the best compared isomer or geometry (same formula, charge and spin): 588.5 kJ/mol
* HOMO level: -9.17 eV
* multiplicity: 1

=====

C12H20Cl8F12N3O8S4 | ωB97M-V with the def2-TZVPD basis set

Geometry as XYZ:
```
67
Properties=species:S:1:pos:R:3:lowdin_charge:R:1
N 13.3973 13.6301 11.1530 0.29
H 12.9854 13.6410 10.2757 0.03
H 13.2232 12.6945 11.5297 0.03
H 12.8633 14.2741 11.8293 0.12
H 14.3859 13.7540 11.2563 0.14
C 15.2232 9.3783 13.4359 -0.67
F 16.4253 8.8191 13.1307 0.12
F 14.2134 8.5135 13.4261 0.15
F 15.3428 10.0112 14.6172 0.13
S 14.8958 10.6632 12.2318 0.65
O 13.6008 11.3050 12.6219 -0.38
O 16.1146 11.4625 12.3896 -0.30
N 14.8458 9.8423 10.9068 -0.29
S 13.7594 9.8581 9.7932 0.54
O 13.1691 8.5869 9.5775 -0.25
O 13.0512 11.0660 9.8181 -0.31
C 14.9738 9.9595 8.3964 -0.64
F 14.3302 9.9419 7.2072 0.10
F 15.6664 11.1034 8.5036 0.12
F 15.7865 8.8899 8.3262 0.13
C 13.3044 18.1736 8.3245 -0.63
F 13.2356 17.6760 7.0614 0.11
F 14.1175 19.2481 8.3978 0.13
F 12.0440 18.5454 8.5621 0.13
S 13.8314 16.9010 9.5503 0.58
O 12.8161 15.8757 9.4633 -0.32
O 15.1564 16.5444 9.1869 -0.26
N 13.8710 17.6396 10.9651 -0.27
S 12.6386 17.5108 11.8976 0.55
O 11.5607 18.4117 11.7055 -0.26
O 12.2812 16.1881 12.2869 -0.32
C 13.4584 17.9563 13.5006 -0.67
F 13.6276 19.2932 13.5059 0.10
F 12.6635 17.7893 14.5536 0.13
F 14.5943 17.3323 13.7764 0.15
Cl 7.6562 17.9412 14.5564 0.59
C 8.9874 18.4134 13.5928 -0.76
C 9.5351 19.7705 14.0057 -0.62
Cl 8.2838 21.0595 13.7063 0.49
H 8.7267 18.3625 12.5162 0.09
H 9.6358 17.5946 13.6596 0.03
H 10.4522 19.9928 13.3232 0.09
H 9.8459 19.7838 15.0302 0.06
Cl 11.2108 12.5746 14.3760 0.54
C 9.5670 12.5327 13.5667 -0.58
C 9.5825 13.5283 12.3998 -0.71
Cl 10.3140 12.9195 10.9615 0.67
H 8.8284 12.9087 14.3254 0.09
H 9.3100 11.5730 13.3349 0.03
H 10.0869 14.3964 12.9039 0.07
H 8.5094 13.8014 12.2204 0.09
Cl 8.6442 8.3392 8.5184 0.56
C 9.5740 9.8142 8.4385 -0.70
C 10.7559 9.5597 7.5679 -0.66
Cl 10.1977 9.2764 5.8577 0.50
H 9.9671 10.0179 9.4380 0.07
H 8.8902 10.5081 8.0306 0.05
H 11.4024 8.7430 7.9566 0.07
H 11.3623 10.4890 7.5577 0.02
Cl 12.1717 13.1332 7.2835 0.63
C 12.7085 14.6980 6.6764 -0.70
C 13.2791 14.5416 5.2946 -0.62
Cl 11.8721 14.2128 4.2377 0.53
H 13.3722 15.2017 7.3629 0.03
H 11.8372 15.2967 6.7770 0.05
H 13.9545 13.7036 5.1607 0.06
H 13.8303 15.3891 4.9018 0.07
```

* HOMO level: -8.39 eV
* net charge: -1
* multiplicity: 1

=====

Q: Among the records above, which one has the highest multiplicity?
A: C26H45F3IrO2P2